The following is a DFT calculation (wB97M-V/def2-TZVPD) of 2 unconnected molecules or ions with the total composition C5H5NO2.

The geometry in XYZ format:
```
13
C5H5NO2, DFT wB97M-V/def2-TZVPD
C 1.20029 1.14467 0.41765
C -0.76835 -0.30179 0.74214
C -1.66953 -0.16407 -0.32286
C -2.23351 0.58201 -1.22062
C 1.31274 -1.13340 -0.40602
H 0.98328 1.49569 2.10239
H -0.93628 0.46421 1.64628
H -1.02150 -1.41597 0.88953
H -2.67764 0.89121 -2.24823
H 1.00474 -2.33316 -0.19255
N 0.48506 -0.13428 0.13779
O 1.90868 1.72132 -0.63454
O 2.41202 -0.81643 -0.91095
```

Output
* highest occupied orbital energy: -9.939 eV

***

The following is a DFT calculation (wB97M-V/def2-TZVPD) of 11 unconnected molecules or ions with the total composition C45H108N4O11.

The geometry in XYZ format:
```
168
C45H108N4O11, DFT wB97M-V/def2-TZVPD
C -2.65265 1.22475 3.94526
C -2.91908 2.70328 3.68763
C -1.55573 3.37989 3.41890
C -3.80955 2.88720 2.50222
C -5.23821 2.55553 2.81191
C -5.79445 3.53247 3.87829
C -5.01867 3.32920 5.17520
C -5.44253 4.43268 6.18660
C -5.30271 2.00835 5.86684
N -3.52332 3.47386 4.87712
O -2.76016 3.12385 6.07260
H -2.28729 0.99970 4.92646
H -3.55572 0.65697 3.96909
H -2.02995 0.72353 3.20877
H -0.86203 3.15558 4.27565
H -1.10630 2.93269 2.54531
H -1.69073 4.47951 3.37112
H -3.80542 3.97418 2.13871
H -3.45312 2.27153 1.66242
H -5.89690 2.61819 1.96429
H -5.39503 1.56397 3.18572
H -6.88459 3.39031 4.11135
H -5.59090 4.60289 3.65095
H -6.37163 4.27585 6.71782
H -5.58297 5.35457 5.69247
H -4.69926 4.62708 6.97594
H -4.76984 1.97810 6.82951
H -5.17987 1.12873 5.21056
H -6.38072 2.01170 6.11398
H -2.46235 4.00321 6.37100
C 2.07805 0.70495 -7.14509
C 1.51948 0.59688 -5.77517
C 2.69739 0.55065 -4.73934
C 0.51117 1.76672 -5.56533
C -0.37635 1.61697 -4.29342
C -1.07027 0.27155 -4.49176
C -0.15115 -0.95281 -4.58737
C 0.57520 -1.10323 -3.23243
C -0.96747 -2.17458 -4.96094
N 0.79513 -0.70982 -5.70361
O 1.65070 -1.81306 -6.06578
H 1.18958 0.71154 -7.75567
H 2.59342 1.67094 -7.22178
H 2.66992 -0.15126 -7.46638
H 3.25147 -0.36462 -4.85542
H 3.30367 1.46380 -4.77805
H 2.30759 0.50384 -3.72164
H 1.09941 2.64656 -5.59671
H -0.11170 1.71029 -6.44828
H 0.16185 1.72698 -3.35294
H -1.09223 2.45052 -4.24452
H -1.58963 0.43172 -5.43268
H -1.77232 0.01537 -3.70758
H 1.39353 -1.82387 -3.25944
H -0.11795 -1.51115 -2.51182
H 0.98350 -0.15051 -2.85780
H -1.70536 -2.26652 -4.15521
H -0.36936 -3.04640 -5.07794
H -1.43975 -1.99016 -5.94943
H 2.21543 -2.09646 -5.34194
C 2.49129 3.57896 -2.50819
C 3.42805 3.98891 -1.34970
C 4.81942 3.44689 -1.43884
C 3.52318 5.54620 -1.27883
C 2.30082 6.24229 -0.76693
C 2.00152 5.75131 0.65635
C 1.76491 4.20265 0.68439
C 1.64522 3.79852 2.17680
C 0.46412 3.79786 0.03334
N 2.98641 3.50079 0.02390
O 2.68502 2.10111 -0.02989
H 2.95297 3.74617 -3.52527
H 2.34833 2.49039 -2.45556
H 1.53741 4.06300 -2.41154
H 5.33479 3.94368 -2.27891
H 5.39006 3.76782 -0.52424
H 4.73121 2.34877 -1.58482
H 4.36785 5.80138 -0.58788
H 3.85675 5.88216 -2.27041
H 2.46229 7.30971 -0.70720
H 1.44406 6.09768 -1.45549
H 1.03127 6.16516 0.88119
H 2.79075 5.98047 1.36039
H 0.65184 3.94138 2.60554
H 2.43158 4.23928 2.79644
H 1.71266 2.70915 2.27271
H 0.18272 4.33660 -0.90021
H -0.30948 3.91917 0.77224
H 0.55393 2.72769 -0.13703
H 3.31893 1.83563 0.65029
C 0.18145 -4.42770 0.59895
C -0.97822 -5.17167 -0.12306
C -2.26388 -5.10240 0.72582
C -1.10576 -4.47129 -1.51570
C -1.87252 -5.26157 -2.56245
C -1.16246 -6.59579 -2.72063
C -1.10773 -7.45610 -1.45076
C -2.50301 -7.97290 -0.88563
C -0.23475 -8.70606 -1.65013
N -0.49460 -6.57684 -0.37511
O -0.57438 -7.25378 0.89325
H 0.49937 -4.97539 1.46125
H 1.00912 -4.50306 -0.14617
H -0.02846 -3.36334 0.79908
H -2.38481 -4.11115 1.11872
H -3.16560 -5.37882 0.18411
H -2.23372 -5.70132 1.60908
H -1.48916 -3.45179 -1.35057
H -0.07178 -4.34585 -1.97541
H -2.92041 -5.31985 -2.32169
H -1.82108 -4.65463 -3.50328
H -0.13291 -6.24395 -2.95455
H -1.49166 -7.22813 -3.55084
H -2.80683 -8.85428 -1.49771
H -3.36494 -7.28413 -0.94077
H -2.39047 -8.25392 0.14211
H -0.13269 -9.17192 -0.70775
H 0.72116 -8.42740 -2.11949
H -0.79599 -9.40966 -2.29475
H 0.34579 -7.44682 1.09584
C 5.40411 -0.33537 -1.75351
C 4.75840 -1.45049 -0.97601
O 3.80112 -2.08534 -1.76540
H 6.20849 0.11492 -1.16898
H 4.80236 0.48001 -2.02830
H 5.89848 -0.80075 -2.65121
H 4.33455 -1.05005 -0.01448
H 5.48333 -2.16345 -0.63874
H 3.53671 -2.96785 -1.53204
C -0.04231 -0.17661 1.22495
C -1.16864 0.05687 0.28291
O -2.03076 -1.07437 0.04111
H 0.67423 -0.94463 0.85715
H -0.35007 -0.40594 2.24768
H 0.51375 0.76252 1.25424
H -0.83081 0.33649 -0.69617
H -1.84382 0.87519 0.59020
H -2.33131 -1.34019 0.94018
C 3.81365 -3.26985 1.84894
O 2.63263 -2.47794 1.76591
H 4.66722 -2.91588 1.26334
H 4.17710 -3.21971 2.88208
H 3.57427 -4.30358 1.56360
H 2.47790 -2.24598 0.84680
C 1.39363 -1.41458 4.68945
O 2.80802 -1.44572 4.54922
H 0.91520 -0.45308 4.42740
H 0.88108 -2.21067 4.11046
H 1.19953 -1.49513 5.75240
H 3.03010 -1.42941 3.63140
C 4.70708 1.85440 3.25170
O 4.60552 1.77601 1.79948
H 4.15289 2.68391 3.73745
H 4.39447 0.92286 3.75417
H 5.75447 2.08173 3.46937
H 4.88023 2.56557 1.34471
C -2.60740 -2.47652 3.78051
O -3.29287 -1.78026 2.70612
H -2.91799 -3.49928 3.77270
H -1.53106 -2.46659 3.58996
H -2.81314 -2.03554 4.74846
H -3.70362 -0.96136 2.98670
C -2.84466 2.43954 -2.08808
O -3.49185 2.73363 -3.28581
H -3.07310 1.41968 -1.74233
H -1.77508 2.47314 -2.18675
H -3.18568 3.12608 -1.29771
H -3.98653 1.97012 -3.61793
```

Output
* SMILES: CC1(C)CCCC(C)(C)N1O.CC1(C)CCCC(C)(C)N1O.CC1(C)CCCC(C)(C)N1O.CC1(C)CCCC(C)(C)N1O.CCO.CCO.CO.CO.CO.CO.CO
* highest occupied orbital energy: -8.080 eV

***

The following is a DFT calculation (wB97M-V/def2-TZVPD) of a gas-phase ion, C4H11N2O (charge +1).

The geometry in XYZ format:
```
18
C4H11N2O, DFT wB97M-V/def2-TZVPD
C 0.26951 -1.80694 1.42793
N 0.10506 -0.39146 1.72845
C -0.25502 0.57295 0.89466
O -0.49233 1.73642 1.19799
C -0.29777 0.22489 -0.59327
C 1.06558 0.24215 -1.25370
N -1.17727 1.29359 -1.16592
H -0.46566 -2.19002 0.73760
H 0.19760 -2.35417 2.35491
H 1.26039 -2.02748 1.04636
H 0.26164 -0.09676 2.68338
H -0.76598 -0.71875 -0.84323
H 1.29606 1.19053 -1.73965
H 1.92033 0.13772 -0.58387
H 1.17508 -0.50805 -2.03501
H -2.14627 1.00234 -1.27211
H -1.08381 2.08680 -0.49793
H -0.86712 1.60625 -2.08659
```

Output
* total charge: +1
* SMILES: CNC(=O)[C@H](C)[NH3+]
* highest occupied orbital energy: -14.252 eV

***

The following is a DFT calculation (wB97M-V/def2-TZVPD) of a single C4H7NO3 molecule.

The geometry in XYZ format:
```
15
C4H7NO3, DFT wB97M-V/def2-TZVPD
O 3.46236 1.46311 0.62644
C 2.42491 0.84594 0.60043
N 1.23051 1.47528 0.36445
C -0.00284 0.98326 -0.06086
O -0.95370 1.72891 -0.04224
C -0.15505 -0.51106 -0.14277
C -1.64790 -0.84152 -0.57468
O -1.87265 -2.23534 -0.45255
H 2.34865 -0.22525 0.77765
H 1.33879 2.48175 0.29653
H 0.06372 -1.07143 0.78852
H 0.42179 -0.92492 -0.97725
H -2.28928 -0.31465 0.13880
H -1.85668 -0.50798 -1.59173
H -2.51265 -2.34610 0.24925
```

Output
* SMILES: O=CNC(=O)CCO
* highest occupied orbital energy: -10.407 eV

***

The following is a DFT calculation (wB97M-V/def2-TZVPD) of a single C3H5NS molecule.

The geometry in XYZ format:
```
10
C3H5NS, DFT wB97M-V/def2-TZVPD
S 2.69867 0.24557 -0.03192
C 1.37937 -0.66975 -0.22498
N 0.14462 -0.18278 -0.60174
C -0.50958 0.98809 -0.10543
C -1.08708 -0.37163 0.16729
H 1.38418 -1.73337 -0.05785
H -1.09461 1.60328 -0.82228
H -0.04162 1.51568 0.73860
H -2.02202 -0.66785 -0.28659
H -0.85193 -0.72724 1.22490
```

Output
* SMILES: S=CN1CC1
* highest occupied orbital energy: -8.678 eV

***

Relative energy (zero: lowest compared OMol25 entry of this formula, charge and spin) across the listed records, respectively: 208.2 127.7 18.5 30.7 30.9 kcal/mol.
LUMO energy across the listed records, respectively: -0.80 0.48 -3.35 0.48 0.34 eV.
Kohn-Sham gap across the listed records, respectively: 9.144 8.558 10.899 10.884 9.020 eV.